1.
103
Properties=species:S:1:pos:R:3 method="wB97M-V/def2-TZVPD" spin_multiplicity=1 relative_energy_kcal_mol=64.05 total_charge=0 total_energy_ev=-88210.5774
S 0.34 -1.20 -0.51
O 7.41 -1.76 -4.40
O 3.22 0.51 0.74
O -3.12 -1.03 0.41
O -4.96 0.90 5.38
O -0.93 -0.49 -0.84
O 0.30 -2.55 -1.08
O 1.08 -4.21 2.14
O -3.19 -7.87 1.85
O 0.40 -1.36 0.98
O -0.53 -1.12 3.77
O -3.16 -0.49 -2.34
O 2.49 0.49 -3.00
O 0.71 1.45 1.69
O -1.53 0.31 -7.46
O -3.16 6.32 1.16
O 4.19 5.94 0.90
O 1.52 -0.48 -0.92
O -0.55 2.03 -1.32
C -1.05 -7.05 2.86
C -3.44 -0.59 1.67
C -2.77 0.52 2.32
C -1.27 -0.55 -3.85
C 0.01 -5.01 2.06
C -3.15 -0.39 -5.86
C 3.78 0.06 -3.46
C -2.51 5.30 0.58
C -0.32 -0.94 5.13
C 4.02 -0.31 -4.81
C -2.66 -0.56 -3.55
C -0.49 4.37 -0.52
C 3.69 1.87 0.82
C 5.25 -0.89 -5.02
C -2.09 -6.98 1.93
C -2.53 2.99 -0.44
C -1.85 -0.09 -6.22
C 3.38 2.64 -0.34
C -4.51 -1.17 2.35
C -3.25 1.02 3.62
C 3.64 4.02 -0.25
C 0.01 -6.20 2.87
C -1.11 3.12 -0.70
C 4.07 2.41 2.06
C 5.88 -1.03 -2.73
C -1.14 -4.86 1.21
C -1.24 5.46 0.18
C -5.01 -0.68 3.61
C -2.12 -5.85 1.05
C 0.78 2.47 2.85
C -3.65 -0.64 -4.57
C -0.87 -0.16 -5.13
C -4.37 0.39 4.22
C 6.19 -1.27 -4.05
C 4.11 4.60 0.85
C -3.21 4.07 0.14
C 4.24 3.78 1.99
C 4.66 -0.37 -2.41
Li 0.87 -4.10 -1.91
Li 1.02 -0.38 2.48
H -0.15 2.49 3.13
H 0.85 -6.56 3.62
H -2.90 2.01 -0.55
H -0.78 6.24 0.70
H -4.33 4.09 0.09
H 1.25 1.84 1.22
H 0.19 0.09 -5.44
H 0.20 0.03 5.30
H 5.64 -0.95 -6.02
H -2.34 -0.69 0.08
H -1.25 -3.98 0.56
H 2.83 0.30 -0.05
H -2.33 -0.57 -1.78
H -4.70 -0.87 -4.36
H -1.26 -1.68 3.52
H 7.34 -1.93 -5.30
H 1.34 3.49 2.84
H -1.88 0.91 1.97
H 2.26 0.05 -2.06
H -2.93 -5.62 0.43
H -4.86 -2.11 1.61
H 0.47 4.39 -0.90
H -3.95 6.48 0.92
H -2.67 1.75 4.14
H 2.91 2.11 -1.17
H -1.32 -0.92 5.51
H -0.58 -0.01 -7.92
H 0.22 -1.80 5.64
H 1.08 1.76 3.57
H -2.79 -8.49 2.30
H 3.14 -0.31 -5.35
H 4.35 -0.22 -1.41
H -1.12 -8.00 3.69
H 4.37 4.23 3.09
H -6.04 -1.05 3.90
H 3.41 4.38 -1.06
H 0.75 -3.36 1.71
H -0.84 1.26 -1.18
H -0.53 -0.54 -3.07
H 4.46 6.43 0.17
H -5.85 0.87 5.05
H 6.54 -1.32 -1.80
H 4.09 1.75 3.00
H -3.74 -0.40 -6.57

2.
88
Properties=species:S:1:pos:R:3 method="wB97M-V/def2-TZVPD" spin_multiplicity=5 total_charge=+1 total_energy_ev=-59915.8503
Rh -0.33 -1.32 0.56
S 3.70 -2.56 1.96
N -3.85 -2.94 1.03
N 1.56 -2.06 0.66
N -3.70 -3.50 -0.17
N -0.74 0.80 0.54
C -0.91 -1.47 4.79
C 3.90 -3.12 -4.77
C -3.97 -2.70 -1.23
C 3.81 -2.43 0.22
C -4.24 -1.36 -1.15
C 0.06 2.78 -0.74
C -5.20 3.07 0.35
C -1.16 -1.27 3.44
C 3.35 -1.88 -4.04
C 1.60 1.36 0.61
C 0.84 4.79 0.53
C 2.02 -2.23 1.87
C 0.32 -1.95 5.23
C 0.18 1.93 0.54
C -6.15 -2.01 1.16
C -4.65 -1.73 1.25
C 4.72 -2.37 -1.97
C -4.34 1.83 0.35
C 4.17 -0.65 -4.43
C 2.40 3.36 1.87
C 2.55 -2.15 -0.31
C 2.64 2.48 0.64
C 2.51 3.32 -0.64
C 0.99 3.95 1.80
C 1.07 -2.02 2.96
C 3.46 -2.09 -2.53
C -0.05 2.82 1.79
C 4.91 -2.55 -0.61
C 2.37 -1.98 -1.68
C 1.90 -1.67 -4.48
C -2.94 2.00 0.42
C -2.08 0.85 0.47
C -2.68 -0.42 0.48
C 1.32 -2.22 4.31
C -4.90 0.59 0.28
C 1.10 3.91 -0.71
C -0.18 -1.55 2.51
C -4.13 -0.69 0.22
H 0.05 2.20 2.68
H -4.47 -0.76 -2.02
H 0.99 4.51 -1.61
H 1.38 -1.78 -2.05
H 4.11 -0.48 -5.51
H 1.26 -2.51 -4.20
H 5.22 -0.76 -4.17
H -6.73 -1.13 1.44
H -3.83 -3.63 1.77
H 1.48 -0.76 -4.05
H -2.12 -0.88 3.12
H -2.09 -1.36 0.65
H -0.16 5.23 0.47
H 3.79 0.25 -3.92
H -5.98 0.51 0.20
H 4.96 -3.28 -4.56
H -6.40 -2.82 1.85
H 3.25 4.12 -0.64
H 1.56 5.61 0.55
H -5.04 3.64 1.27
H 2.51 2.77 2.78
H 3.64 2.04 0.69
H 2.28 -2.59 4.64
H -6.26 2.82 0.29
H -2.54 3.00 0.47
H 5.59 -2.45 -2.62
H 1.77 0.71 -0.25
H 3.35 -4.02 -4.48
H 5.90 -2.77 -0.22
H -0.93 3.20 -0.84
H 3.14 4.17 1.91
H -4.40 -1.37 2.25
H 2.70 2.70 -1.51
H 1.86 -1.56 -5.56
H -1.05 3.23 1.78
H 1.69 0.74 1.52
H -1.69 -1.25 5.52
H -6.43 -2.32 0.16
H 0.23 2.13 -1.61
H 3.79 -2.98 -5.85
H 0.50 -2.11 6.29
H -4.95 3.71 -0.49
H 0.80 4.57 2.68
H -3.94 -3.20 -2.19

3.
90
Properties=species:S:1:pos:R:3 method="wB97M-V/def2-TZVPD" spin_multiplicity=1 relative_energy_kcal_mol=11.66 total_charge=+2 total_energy_ev=-80987.2412
K 0.89 0.48 1.57
P -1.68 1.33 0.18
P 1.30 -0.51 -1.33
N 2.22 -2.08 6.64
N -1.11 0.60 -2.45
N 0.16 1.13 4.14
N 3.15 -0.82 2.42
C 2.29 -1.87 5.12
C -0.86 5.32 -0.17
C 1.31 0.45 4.78
C 0.34 -2.03 -1.65
C -2.38 4.77 -1.96
C -1.13 -0.06 -6.11
C -4.90 -0.39 2.01
C -4.05 2.20 1.46
C 5.18 -0.92 -3.80
C -3.28 1.12 1.04
C 2.82 -0.47 -3.74
C -0.90 3.99 0.25
C -0.30 -2.63 -0.56
C -5.66 0.69 2.42
C -2.04 0.36 -1.37
C 0.29 0.85 -2.18
C 0.19 -2.61 -2.90
C 4.00 -0.94 -1.71
C 4.00 -0.61 -4.45
C -1.23 -4.32 -1.99
C -1.60 5.70 -1.28
C -0.79 0.47 -4.88
C -2.42 3.45 -1.53
C -3.71 -0.18 1.33
C -1.09 -3.76 -0.72
C 5.18 -1.09 -2.42
C 2.64 0.93 4.13
C 1.10 -1.06 4.65
C 3.66 -1.26 4.79
C -2.53 -0.83 -3.85
C -0.58 -3.74 -3.07
C -1.47 0.07 -3.72
C 2.80 -0.63 -2.35
C -2.87 -1.34 -5.10
C -1.67 3.05 -0.42
C 3.60 -0.20 3.69
C -2.17 -0.97 -6.23
C -5.23 1.98 2.15
H 0.67 -2.17 -3.77
H -3.75 3.21 1.22
H 0.20 2.13 4.31
H 0.18 -1.37 5.15
H -5.23 -1.40 2.21
H 1.91 -0.22 -4.27
H 4.37 -2.05 4.54
H 0.99 -1.34 3.60
H 3.02 -2.63 6.97
H -3.69 -2.04 -5.17
H 6.10 -1.03 -4.36
H 2.22 -2.89 4.75
H -0.32 3.70 1.12
H 1.37 -2.57 6.92
H -3.03 2.74 -2.06
H 3.69 -1.66 2.23
H -0.69 -4.18 -4.06
H -3.07 -1.16 -2.98
H -0.26 6.04 0.36
H -2.44 -1.38 -7.20
H -5.83 2.83 2.46
H 3.18 1.57 4.83
H -3.05 0.63 -1.70
H 0.79 1.07 -3.12
H 1.36 0.70 5.85
H -1.84 -5.20 -2.12
H -1.58 6.73 -1.62
H -0.19 -2.21 0.44
H -3.13 -1.04 1.02
H -0.60 0.27 -6.99
H 4.07 -0.77 5.68
H 3.36 -0.21 1.63
H 4.60 0.22 3.60
H -0.03 1.23 -4.83
H 4.01 -1.07 -0.63
H -2.09 -0.69 -1.07
H 2.24 -1.19 7.15
H -2.96 5.07 -2.82
H 0.40 1.77 -1.60
H -0.72 0.82 4.54
H -6.59 0.53 2.95
H -1.58 -4.21 0.13
H 6.10 -1.33 -1.90
H 3.99 -0.47 -5.53
H 2.42 1.58 3.28

4.
89
Properties=species:S:1:pos:R:3 method="wB97M-V/def2-TZVPD" spin_multiplicity=2 total_charge=+1 total_energy_ev=-67197.6255
Sb 0.05 0.04 1.37
Sb -0.80 -2.18 -0.70
Ru -0.15 0.28 -1.30
Si 4.71 0.93 -1.40
O -1.53 2.35 -1.08
N 0.11 0.25 -3.44
C -0.95 -0.61 6.12
C -2.65 -4.35 2.66
C 1.49 -1.82 -3.47
C 1.65 1.16 -1.22
C -3.19 -0.07 0.06
C 0.04 0.73 -5.68
C -0.44 -0.36 3.41
C 0.76 -0.71 -4.13
C -4.40 -3.95 1.05
C -0.90 2.46 -3.98
C 1.69 -2.41 1.46
C -2.88 -0.17 -2.32
C -2.16 -3.16 0.62
C -4.00 0.66 -2.50
C -1.53 3.94 2.44
C 0.70 -0.44 -5.54
C -0.07 2.16 1.73
C 5.10 -0.50 -2.53
C -1.81 -1.20 5.20
C -4.30 0.73 -0.11
C 0.42 0.23 4.33
C 1.97 -0.90 1.45
C 0.88 3.09 1.33
C 2.87 1.07 -1.31
C 0.62 4.45 1.49
C -4.69 1.12 -1.40
C 1.08 -3.01 0.17
C 0.16 0.10 5.69
C 5.38 0.56 0.29
C -1.27 2.58 2.29
C -1.56 -1.07 3.84
C -1.74 -3.71 1.83
C -2.47 -0.53 -1.04
C -0.58 4.87 2.05
C -3.50 -3.30 0.23
C 5.39 2.53 -2.04
C -0.30 1.17 -4.35
C -3.98 -4.47 2.27
H 1.27 0.81 4.00
H 5.13 -0.46 0.62
H 1.78 -2.92 -0.66
H -1.88 2.32 -3.53
H 5.13 3.35 -1.36
H 6.48 0.63 0.28
H 6.47 2.49 -2.12
H 1.13 -1.06 -6.32
H -2.47 4.26 2.87
H -0.94 3.10 -0.94
H -0.78 5.93 2.18
H 1.81 2.77 0.87
H -2.32 -4.76 3.60
H 4.76 -1.45 -2.10
H 4.64 -0.38 -3.51
H 2.55 -0.59 0.59
H -5.55 1.76 -1.53
H -4.32 0.93 -3.50
H -5.43 -4.05 0.75
H 0.83 0.55 6.40
H 4.98 2.77 -3.03
H -2.38 -0.57 -3.19
H 0.83 -4.06 0.31
H -2.23 -1.53 3.13
H 2.48 -0.60 2.37
H 5.01 1.26 1.04
H 0.84 -2.69 -3.32
H -0.71 -3.63 2.13
H -4.87 1.06 0.75
H -3.83 -2.90 -0.72
H -0.99 3.11 -4.85
H -4.69 -4.96 2.92
H -0.17 1.26 -6.60
H 1.07 -2.67 2.32
H 1.87 -1.48 -2.51
H 6.18 -0.58 -2.68
H 1.36 5.18 1.18
H 2.33 -2.14 -4.10
H -2.17 2.39 -0.35
H -2.68 -1.75 5.54
H -0.27 2.94 -3.23
H 2.64 -2.92 1.61
H -1.16 -0.70 7.18
H -2.92 -0.40 1.06
H -2.01 1.86 2.63

5.
124
Properties=species:S:1:pos:R:3 method="wB97M-V/def2-TZVPD" spin_multiplicity=1 total_charge=+1 total_energy_ev=-182959.2668
I 2.29 -2.80 1.75
K -2.87 2.36 7.42
K -3.18 -1.51 2.09
Cl -0.42 1.45 1.72
S -0.48 -1.48 3.05
Al -3.82 -9.89 -1.32
Mg -7.71 3.99 -3.84
F -3.07 -8.56 -2.21
F -2.91 -10.18 0.16
F 0.08 0.33 4.98
F -3.51 6.06 -2.33
F 1.80 0.06 3.56
F 1.30 -1.55 5.02
F -3.81 -11.34 -2.32
F -5.48 -9.46 -0.92
O -5.27 8.02 5.53
O -3.54 6.89 6.82
O -1.86 -0.88 3.42
O 3.90 -2.00 -6.60
O -0.63 -2.92 3.57
O 4.80 -1.27 -11.12
O -5.46 4.13 7.61
O 7.50 -1.86 -10.77
O -3.64 7.80 2.50
O -5.45 4.12 -3.37
O -5.52 9.52 3.88
O -3.26 5.68 8.69
O 5.79 3.09 1.35
O 6.65 -2.26 -6.21
O 3.59 -2.60 -2.62
O -3.73 6.62 4.41
O 1.99 -3.27 -4.35
O 4.93 1.10 0.53
O -5.34 5.62 5.93
N 0.59 4.76 5.25
N -0.48 -1.37 1.25
N 0.98 -0.07 -1.03
C 4.67 -1.92 -7.57
C -0.42 0.25 -0.82
C 0.24 -8.84 1.44
C 5.30 1.99 1.57
C 0.55 -2.16 0.50
C -0.14 4.94 7.54
C 6.74 -1.86 -9.81
C 5.27 -1.57 -10.05
C 1.19 -1.53 -0.81
C -2.27 1.65 -1.90
C 5.07 1.61 3.10
C 6.16 -2.10 -7.32
C -0.13 -3.63 0.27
C -5.03 8.52 4.32
C 0.88 -4.77 -0.15
C -0.55 2.93 6.30
C -4.06 7.64 3.61
C 7.06 -2.10 -8.48
C -5.65 6.52 -3.36
C 0.75 -0.61 4.13
C -0.56 -6.90 -0.20
C 0.92 -2.22 -2.21
C -3.84 5.90 7.64
C 2.01 0.80 -0.47
C 4.35 -1.67 -8.90
C 0.04 -5.76 -1.13
C -5.01 5.22 -3.78
C 4.34 1.86 -0.57
C 0.47 5.44 6.40
C 0.09 3.53 5.22
C -3.41 1.62 -2.36
C -0.84 0.00 0.70
C 3.30 1.00 -1.42
C -4.96 5.11 7.09
C -0.66 3.66 7.48
C -0.78 1.67 -1.41
C -3.84 5.28 -4.71
C 0.39 -8.16 -0.01
B -4.47 6.79 5.67
B 2.24 -2.67 -3.04
Li 2.64 -1.21 -4.78
H -0.80 -5.23 -1.67
H 4.20 2.21 3.55
H -0.82 -9.26 1.60
H -6.03 7.05 -4.24
H 1.71 -4.21 -4.22
H 3.75 2.70 -0.10
H 0.78 -6.25 -1.84
H -3.49 4.27 -4.93
H 8.10 -2.30 -8.21
H -0.69 -3.98 1.18
H 1.21 -5.44 0.71
H -0.83 -6.53 0.84
H 1.77 -4.44 -0.76
H -4.92 7.13 -2.82
H 3.74 0.01 -1.75
H -0.21 5.53 8.44
H -1.05 -0.49 -1.43
H 3.02 1.66 -2.30
H 2.33 -1.59 -0.68
H -0.93 -3.43 -0.53
H 3.31 -1.52 -9.16
H -1.15 3.23 8.35
H 0.42 -1.45 -2.91
H 6.00 1.93 3.65
H 0.16 -9.00 -0.75
H 3.78 -3.45 -2.16
H 4.85 0.50 3.24
H -0.95 1.92 6.22
H -1.37 -1.90 1.04
H 0.95 -9.72 1.58
H 2.42 0.34 0.49
H -6.49 6.31 -2.68
H -2.01 0.07 0.65
H -3.03 5.84 -4.24
H -4.30 1.68 -3.07
H 0.20 3.00 4.28
H -0.16 1.77 -2.37
H -1.55 -7.31 -0.64
H -4.13 5.76 -5.65
H 0.42 -8.11 2.29
H 0.22 -3.11 -2.25
H 0.89 6.44 6.39
H 5.17 2.30 -1.20
H 1.50 -7.93 -0.15
H -0.51 2.56 -0.78
H 1.69 1.86 -0.20